ORCA calculation (wB97M-V/def2-TZVPD) on one molecule with the formula C2H3BrO3 in a non-equilibrium geometry.

Last column: natural (NBO) charge in e.
CARTESIAN COORDINATES (ANGSTROEM)
C1 -1.4588 -0.0910 -0.0155  -0.26
O1 -0.2145 0.1080 -0.7098  -0.46
C2 0.7622 0.2203 0.0580  1.01
O2 0.8911 0.2978 1.1835  -0.55
O3 2.0209 0.0434 -0.9097  -0.67
Br1 3.4167 0.0724 0.1285  0.33
H1 -1.3714 -0.9241 0.6275  0.20
H2 -2.2018 -0.5048 -0.8182  0.21
H3 -1.8443 0.7781 0.4557  0.20

Computed properties:
SMILES string	COC(=O)OBr
net charge	0
gap between HOMO and LUMO	10.113	eV
energy relative to the best compared isomer or geometry (same formula, charge and spin)	2.092	eV